ORCA calculation (wB97M-V/def2-TZVPD) on a 3-piece molecular cluster, C14H42BNO9P3 overall at a distorted geometry.

```
70
Properties=species:S:1:pos:R:3:forces:R:3:nbo_charge:R:1
C 4.5600 6.8474 2.9965 0.026 -0.169 -0.028 -0.63
H 4.2994 6.2111 3.8441 -0.031 0.086 0.039 0.20
H -0.4994 -2.7069 1.7329 0.072 0.004 0.010 0.20
H 1.0027 -0.0956 -1.3060 0.133 0.183 0.357 0.18
H 0.8680 -3.1406 -0.9719 -0.150 -0.074 -0.063 0.20
O 0.9599 4.2604 1.1772 0.028 -0.309 0.513 -0.81
C -0.3626 -2.4793 0.6737 -0.173 0.014 0.153 -0.63
C -0.4623 4.4596 1.1975 -0.399 0.063 -0.236 -0.07
H -3.3657 -1.2330 -1.8824 0.131 -0.037 -0.272 0.49
H -1.1771 -0.5019 -2.1236 -0.198 0.109 0.124 0.16
O 2.7842 3.4503 2.2319 0.103 0.455 1.883 -0.76
H 1.0512 1.5275 -1.9867 0.064 0.086 0.251 0.20
H 5.6416 3.2684 4.0281 0.001 0.037 -0.004 0.21
H -2.7350 -7.0814 -2.7185 -0.066 0.069 -0.058 0.20
H -4.0043 -5.7040 -0.3018 0.103 -0.020 0.090 0.18
H -0.5429 5.5489 -0.6505 -0.094 -0.092 -0.015 0.22
C 0.4214 0.8251 -1.4350 -0.367 -0.214 -0.693 -0.63
H 4.1426 4.1115 4.4705 0.078 0.035 -0.012 0.20
H 5.4047 6.3877 2.4806 0.003 0.019 -0.019 0.20
C -0.3157 -8.1546 -0.9533 0.055 -0.654 -0.234 -0.07
H 0.2988 -8.8091 -0.3329 0.104 0.159 0.038 0.19
B -3.6356 0.6857 -1.6596 -0.025 0.099 0.646 0.82
O -1.9925 -5.8870 -0.3657 0.427 -0.628 -0.692 -0.82
H -1.8215 2.1825 -0.8052 0.000 0.302 0.174 -0.25
C -3.5093 -6.9730 -1.9566 0.169 -0.118 0.069 -0.63
H -0.4327 0.5204 -3.3475 -0.277 -0.101 -0.055 0.19
H -1.1746 2.8583 -2.7679 0.207 0.052 0.212 -0.21
H 4.8831 7.8153 3.3827 -0.039 0.011 -0.003 0.21
H -4.4694 -6.8562 -2.4601 0.009 0.050 -0.002 0.22
H -0.7324 -7.9189 -3.0659 -0.070 -0.053 0.008 0.21
O -0.8822 -4.3777 -1.9977 0.702 -1.620 -2.219 -1.03
H 4.1572 2.3586 4.3419 -0.003 0.000 -0.011 0.22
H -3.5392 -7.8971 -1.3760 -0.025 0.007 0.014 0.20
O 0.2008 -4.7775 0.1446 0.408 -0.245 -0.379 -0.82
H 4.7145 4.1763 1.9338 -0.244 0.212 0.043 0.19
H -0.3261 6.5742 0.7608 -0.058 -0.018 0.143 0.20
O 2.9264 5.7864 1.5120 0.340 -0.518 0.795 -0.81
H -2.5300 1.5528 -3.6686 -0.041 0.114 -0.068 -0.21
C -3.2299 -5.7784 -1.0667 -0.522 0.240 -0.043 -0.07
P 1.9195 4.8004 2.3430 -1.554 1.159 -5.547 2.49
P -0.5820 -5.4855 -1.0770 -1.085 2.225 5.226 2.49
H 2.5658 7.5406 2.5695 -0.102 -0.194 0.032 0.20
N -4.5236 1.1232 -0.5456 0.001 -0.277 -0.142 -1.19
O 1.0592 5.6885 3.1495 1.180 -1.030 2.374 -1.05
H 3.6704 7.6373 1.2134 -0.016 -0.104 -0.067 0.18
H -1.3398 -2.5790 0.2007 0.066 0.026 -0.162 0.22
O -3.9421 -0.5541 -2.2414 -0.260 0.098 0.021 -0.98
H 1.5881 -3.3634 0.6122 -0.018 -0.169 0.034 0.17
H 4.5025 2.4488 1.9338 -0.191 -0.026 -0.041 0.19
H -1.3261 -8.2249 -0.5533 -0.075 0.315 -0.076 0.19
H -0.0376 -1.4426 0.5774 -0.006 -0.002 -0.037 0.23
C -0.8113 0.5163 -2.3174 0.851 0.324 -0.004 -0.72
H -1.9137 5.8525 0.4309 -0.008 -0.050 -0.027 0.21
C 0.6492 -3.4175 0.0579 -0.085 0.348 0.133 -0.06
H -0.8338 4.5229 2.2199 0.178 0.128 0.066 0.18
H -3.1702 3.0158 -2.2607 -0.064 0.048 0.276 -0.18
H -3.2734 -4.8555 -1.6463 0.228 0.009 0.001 0.21
P -2.1775 1.8955 -2.2433 -0.036 -0.870 -0.792 0.39
O 0.2220 -6.8473 -0.7778 -0.194 0.016 -1.829 -0.76
C -0.2410 -8.6243 -2.3939 0.137 0.133 -0.012 -0.63
H -0.9156 3.5775 0.7426 0.212 -0.063 -0.079 0.22
H 0.7983 -8.7068 -2.7135 -0.001 0.003 0.009 0.21
C -0.8373 5.6822 0.3909 0.204 0.189 -0.081 -0.63
H -5.2234 1.7637 -0.9100 -0.159 -0.092 0.201 0.38
H -0.7128 -9.6017 -2.5010 -0.037 0.017 -0.001 0.21
C 3.3773 7.0160 2.0620 0.019 0.514 -0.054 -0.06
C 4.5577 3.2744 3.9061 -0.174 -0.056 0.019 -0.63
H 0.1442 1.2879 -0.4837 0.108 -0.214 0.102 0.20
H -3.9583 1.6581 0.1099 -0.041 0.378 -0.269 0.37
C 4.1898 3.3650 2.4367 0.543 -0.317 0.267 -0.07
```
Forces are in eV/Å.

Output
- LUMO (eV) = 2.28
- maximum force (eV/Å) = 5.88
- HOMO level (eV) = -2.292
- total charge = -1
- E_tot (a.u.) = -2339.51207